{"formula": "C8H9NO3", "method": "wB97M-V/def2-TZVPD", "orbital_gap_ev": 9.22, "energy_ev": -16073.483, "molar_mass_g_mol": 167.16, "smiles": "COc1ccc(C(=O)O)nc1C", "symbols": ["C", "O", "C", "C", "C", "C", "C", "O", "O", "N", "C", "C", "H", "H", "H", "H", "H", "H", "H", "H", "H"], "xyz": [[-3.59484, -1.17940, 0.21552], [-2.78566, 0.06032, 0.08662], [-1.48043, -0.16215, 0.08250], [-0.83977, -1.36566, -0.07147], [0.53668, -1.38790, -0.13055], [1.20567, -0.16940, -0.13516], [2.68984, -0.17860, 0.03848], [3.39801, -1.04324, -0.50492], [3.23840, 0.83952, 0.68814], [0.58192, 0.95713, -0.05795], [-0.69843, 1.10244, -0.07065], [-1.53088, 2.45506, -0.27458], [-3.78295, -1.62363, -0.72166], [-4.47379, -0.87841, 0.69712], [-3.18618, -1.94676, 0.91232], [-1.41657, -2.31329, 0.06903], [1.12090, -2.31010, -0.03177], [4.16231, 0.54167, 0.63395], [-0.98005, 3.37851, -0.00403], [-1.57165, 2.55161, -1.35004], [-2.47847, 2.36140, 0.11744]], "forces_ev_per_angstrom": [[1.463, 0.750, 1.387], [-1.940, -2.523, 0.749], [1.587, 3.198, -1.985], [-1.029, -1.407, 1.140], [1.234, -0.054, 0.200], [0.765, -2.474, 1.240], [0.584, -1.623, -2.548], [-1.185, 1.259, 1.422], [0.142, -0.398, 0.178], [0.134, 3.834, -0.527], [-2.753, -1.617, 0.695], [4.199, -1.003, -0.780], [-0.093, -0.338, -1.216], [-1.486, 0.640, 0.277], [0.265, 0.757, -0.538], [0.748, 0.925, -0.464], [-0.371, 0.348, -0.444], [0.341, 0.617, 0.267], [-0.266, -0.786, 0.501], [-0.444, -0.116, -0.501], [-1.894, 0.008, 0.948]]}

***

{"formula": "C8H9NO4S", "method": "wB97M-V/def2-TZVPD", "orbital_gap_ev": [8.58, 8.58], "energy_ev": -28950.568, "molar_mass_g_mol": 215.23, "symbols": ["C", "C", "C", "C", "C", "C", "C", "C", "N", "O", "O", "O", "O", "S", "H", "H", "H", "H", "H", "H", "H", "H", "H"], "xyz": [[-3.86620, 0.63000, 0.22921], [-2.89918, 1.27296, -0.59643], [-3.52920, -0.60907, 0.77055], [-1.72450, 0.68171, -0.82387], [-2.22757, -1.09906, 0.68882], [-1.32982, -0.40487, -0.11175], [1.11812, 0.08493, 0.94278], [4.37377, -0.15827, -0.49157], [2.54464, 0.33784, 0.60902], [3.18652, 1.34585, 0.82268], [0.59218, -2.28709, -0.05127], [0.78736, -0.43126, -1.63559], [3.14823, -0.68368, -0.01897], [0.31430, -0.89661, -0.35070], [-4.83945, 1.01873, 0.50927], [-3.24922, 2.09251, -1.17348], [-4.26993, -1.12187, 1.32065], [-0.95247, 1.17110, -1.40551], [-1.75822, -1.92207, 1.27708], [0.46982, 0.86605, 1.28296], [5.14195, -0.84649, -0.35853], [4.71770, 0.74407, 0.06334], [4.25117, 0.21460, -1.49869]], "forces_ev_per_angstrom": [[1.308, -0.648, -0.301], [-3.773, -0.314, 0.761], [0.579, 0.669, 0.163], [2.271, 1.284, -0.627], [1.300, -0.384, 0.343], [-0.746, -1.335, 0.471], [3.929, -0.283, -2.450], [1.139, 1.728, -0.626], [-5.864, 0.914, 1.698], [-1.675, 0.105, 1.137], [-1.163, 0.471, -0.046], [-0.661, 0.281, 0.092], [0.588, 0.304, 0.261], [3.232, -1.225, 0.819], [0.110, 0.261, -0.550], [0.179, 0.962, -0.198], [-0.547, -0.580, 0.694], [-0.281, -0.032, -0.436], [-1.123, 0.340, -0.560], [0.636, 0.814, 0.378], [0.916, -1.695, -0.205], [-0.311, -1.192, -0.311], [-0.041, -0.444, -0.505]]}

***

{"formula": "C8H9NO4S", "method": "wB97M-V/def2-TZVPD", "orbital_gap_ev": [8.96, 8.96], "energy_ev": -28950.861, "molar_mass_g_mol": 215.23, "symbols": ["C", "C", "C", "C", "C", "C", "C", "C", "N", "O", "O", "O", "O", "S", "H", "H", "H", "H", "H", "H", "H", "H", "H"], "xyz": [[-2.06530, -0.16624, -3.30369], [-1.20898, 0.89945, -3.07632], [-1.84022, -1.36763, -2.62036], [-0.28740, 0.81997, -2.09549], [-0.83447, -1.45802, -1.69497], [-0.14416, -0.35396, -1.41239], [-0.09001, -0.36793, 1.38108], [2.01476, 0.95716, 3.86691], [0.26487, 0.08464, 2.69891], [-0.45163, 0.20524, 3.66660], [1.86661, -1.45744, -0.08191], [1.63624, 1.00974, 0.07231], [1.54419, 0.45108, 2.69715], [1.01970, -0.29245, 0.01231], [-2.77781, -0.08892, -4.12929], [-1.32676, 1.66780, -3.75115], [-2.38720, -2.29062, -2.80102], [0.46642, 1.55912, -1.79367], [-0.74596, -2.37189, -1.23695], [-1.13578, -0.85328, 1.22091], [1.09364, 0.97710, 4.46702], [2.46732, 1.94107, 3.63263], [2.92194, 0.49602, 4.28135]], "forces_ev_per_angstrom": [[0.208, -1.148, -0.293], [-1.188, -1.330, -0.347], [-0.896, 0.090, -1.075], [1.943, 0.909, 1.100], [-1.553, -0.151, -0.786], [1.969, 1.304, 2.466], [-1.559, -0.124, 3.330], [0.865, 2.287, 1.821], [-2.312, -1.848, -5.567], [-0.053, -0.279, 0.023], [-0.439, 0.180, 0.228], [-0.090, -0.118, -0.464], [1.309, -1.100, -1.907], [0.297, -0.096, -0.394], [0.046, -0.150, 0.476], [0.086, 2.116, -0.936], [-0.231, 0.404, -0.260], [-0.722, 0.264, -0.510], [0.726, -1.897, 1.334], [2.169, 1.204, 0.690], [1.189, 0.524, 0.983], [-0.949, 0.070, 0.165], [-0.816, -1.108, -0.077]]}

***

{"formula": "C8H9NO5V", "method": "wB97M-V/def2-TZVPD", "s_squared": 3.767, "orbital_gap_ev": [5.98, 6.01], "spin_multiplicity": 4, "energy_ev": -45836.593, "molar_mass_g_mol": 250.11, "total_charge": 2, "symbols": ["V", "O", "C", "C", "O", "C", "O", "C", "O", "C", "N", "C", "C", "C", "O", "H", "H", "H", "H", "H", "H", "H", "H", "H"], "xyz": [[0.07618, -0.81682, -2.71103], [-1.31200, 4.90554, -1.41588], [-0.80116, 4.14508, -2.10442], [1.83748, -1.19688, -2.12340], [2.88632, -1.32473, -1.62259], [-1.47182, -1.68893, -2.12307], [-2.46800, -2.14494, -1.70475], [0.03508, -0.61129, -4.58639], [-0.01364, -0.38356, -5.73819], [0.04150, -0.09702, 3.04642], [-0.07054, -0.50021, 1.65396], [-0.52972, -1.84035, 1.36239], [0.24340, 0.31657, 0.63808], [0.67824, 1.71884, 0.92242], [0.13692, -0.11955, -0.53491], [-0.26826, -0.94666, 3.65440], [-0.57772, 0.77805, 3.27479], [1.07296, 0.17630, 3.29300], [-1.42200, -1.85869, 0.73093], [0.23848, -2.40702, 0.83328], [-0.72694, -2.32501, 2.31645], [1.72764, 1.83261, 0.63831], [0.09470, 2.41806, 0.31862], [0.59288, 1.97060, 1.98160]], "forces_ev_per_angstrom": [[-0.218, 5.808, 4.237], [1.333, -1.918, -1.797], [-1.331, 1.868, 1.793], [9.675, -2.568, 3.763], [-5.569, 0.783, -2.711], [-9.167, -5.723, 3.289], [5.478, 2.650, -2.252], [-0.339, 0.978, -10.659], [0.287, -1.202, 6.487], [0.220, 0.404, 0.717], [0.291, 1.147, -1.534], [0.017, -0.643, -0.074], [-0.411, -0.392, 2.641], [0.154, 0.005, 0.002], [-0.178, -0.844, -3.687], [0.087, 0.332, 0.070], [-0.102, -0.366, -0.064], [-0.137, -0.258, -0.005], [-0.035, 0.207, 0.335], [0.113, -0.041, 0.113], [-0.132, -0.146, -0.310], [-0.023, -0.013, -0.046], [0.023, -0.106, 0.070], [-0.036, 0.039, -0.379]]}

***

{"formula": "C8H9NOS", "method": "wB97M-V/def2-TZVPD", "orbital_gap_ev": 9.42, "energy_ev": -22809.195, "molar_mass_g_mol": 167.23, "symbols": ["C", "C", "C", "C", "C", "C", "C", "C", "N", "O", "S", "H", "H", "H", "H", "H", "H", "H", "H", "H"], "xyz": [[-3.21744, -0.44155, 0.00470], [-2.41127, -1.08320, -0.94169], [-2.61554, 0.41821, 0.93733], [-1.11272, -0.78641, -1.00311], [-1.24939, 0.71965, 0.93847], [-0.53951, 0.16766, -0.11830], [3.53195, -0.56858, 1.28440], [3.99265, -1.10218, 0.34080], [1.18034, 1.98584, 0.23445], [1.18119, 0.55886, -1.85902], [1.26297, 0.54826, -0.17998], [-4.15922, -0.85825, -0.01558], [-2.92345, -1.78793, -1.52313], [-3.08062, 0.60191, 1.87432], [-0.48473, -1.18797, -1.89467], [-0.73818, 1.18687, 1.72437], [3.21056, -0.52747, 2.24481], [1.86393, 1.06276, -2.20434], [4.46720, -1.39747, -0.62457], [1.84126, 2.49099, 0.78073]], "forces_ev_per_angstrom": [[3.045, 0.381, 0.189], [-1.848, 1.104, 1.342], [-0.094, -1.044, 0.448], [3.841, 0.691, -1.966], [-0.787, -1.850, -2.367], [0.631, -1.083, -0.437], [0.347, -0.430, 0.464], [2.181, -0.968, -3.917], [-0.786, 1.883, 0.530], [-2.009, -1.971, 0.882], [-1.838, -0.422, -0.935], [-2.372, 0.046, 0.818], [-0.127, -0.958, -1.176], [-1.042, 0.667, 0.366], [-0.956, 0.619, 1.968], [0.317, 0.996, 0.840], [-1.008, 0.805, 2.178], [2.346, 1.637, -0.914], [-0.851, 0.309, 1.529], [1.010, -0.411, 0.157]]}

***

{"formula": "C8H9NS", "method": "wB97M-V/def2-TZVPD", "s_squared": 2.015, "orbital_gap_ev": [4.66, 6.38], "spin_multiplicity": 3, "energy_ev": -20761.962, "molar_mass_g_mol": 151.23, "symbols": ["C", "C", "C", "C", "C", "C", "C", "C", "N", "S", "H", "H", "H", "H", "H", "H", "H", "H", "H"], "xyz": [[-1.63825, -1.88853, 0.22236], [-0.99336, -1.82351, 1.38289], [-1.44458, -0.88949, -0.69427], [-0.09690, -0.83823, 1.75432], [-0.60497, 0.12872, -0.34949], [0.17810, 0.16642, 0.86953], [-0.23703, 1.29110, -1.20887], [1.16357, 1.77719, -0.70743], [1.03853, 1.24034, 0.87017], [2.75051, 1.25548, -1.53533], [-2.20468, -2.87078, 0.01205], [-1.12591, -2.67653, 2.07437], [-1.65323, -1.14290, -1.73077], [0.38959, -0.96094, 2.72450], [-0.07351, 1.02610, -2.29667], [-0.91678, 2.04516, -1.04309], [1.21653, 2.82569, -0.50747], [1.69745, 1.37937, 1.49734], [2.55491, -0.04468, -1.33413]], "forces_ev_per_angstrom": [[-2.223, -1.352, -4.265], [0.711, -2.147, 5.127], [-2.383, -3.537, -1.560], [1.726, 0.699, 1.886], [2.531, 3.467, -0.836], [0.586, 0.526, 0.552], [3.286, -2.056, -1.230], [-0.454, -1.439, 3.255], [-4.748, -1.731, -6.613], [-1.317, 0.529, 0.683], [0.774, 1.895, -0.039], [0.103, 0.690, -0.247], [-0.287, 0.514, -0.012], [0.082, 0.320, -0.373], [-0.750, 0.371, 0.971], [-1.674, 2.145, -0.243], [0.204, 0.747, -0.582], [3.909, 0.682, 3.561], [-0.076, -0.322, -0.036]]}

***

{"formula": "C8H9NS2Tc", "method": "wB97M-V/def2-TZVPD", "s_squared": 3.823, "orbital_gap_ev": [6.91, 5.50], "spin_multiplicity": 4, "energy_ev": -33778.980, "molar_mass_g_mol": 281.30, "total_charge": 2, "symbols": ["Tc", "C", "H", "H", "H", "H", "H", "S", "C", "N", "C", "C", "C", "C", "C", "C", "S", "H", "H", "H", "H"], "xyz": [[0.10969, 0.13652, -0.06306], [0.03761, 0.11032, -2.13936], [-0.28371, -0.90849, -2.44407], [-0.68784, 0.82536, -2.57050], [1.03413, 0.28469, -2.59064], [1.46532, 0.84536, -0.71377], [0.10540, 1.70199, 0.32194], [-2.20199, 0.70624, -0.04441], [-2.00356, 0.25069, 1.57578], [-0.75632, -0.17758, 1.88175], [-0.63660, -0.74877, 3.15034], [0.49809, -1.35280, 3.70660], [0.40894, -1.84310, 5.01196], [-0.80479, -1.74129, 5.72668], [-1.95005, -1.17291, 5.13876], [-1.86715, -0.68332, 3.85151], [-3.15787, 0.02985, 2.86030], [1.40918, -1.42595, 3.10618], [1.27735, -2.30968, 5.48605], [-0.86328, -2.11973, 6.75482], [-2.91807, -1.09125, 5.63658]], "forces_ev_per_angstrom": [[0.929, -0.076, -0.011], [0.477, 0.040, -0.771], [-0.020, 0.188, 0.456], [0.402, -0.176, 0.272], [-0.703, -0.060, -0.024], [-1.279, 0.438, 0.161], [0.456, -0.313, -0.378], [0.254, 0.507, 0.131], [-0.375, -0.885, 0.916], [0.570, -1.074, 1.443], [-0.731, 1.166, -2.310], [0.818, -0.673, 1.166], [0.859, 0.337, -1.550], [-0.620, 0.039, 0.413], [-0.870, 0.482, -0.513], [-0.783, -0.028, 0.604], [0.686, -0.016, 0.012], [-0.228, 0.000, 0.418], [-0.334, 0.181, -0.222], [0.025, 0.162, -0.460], [0.467, -0.239, 0.247]]}

***

{"formula": "C8H9O4", "method": "wB97M-V/def2-TZVPD", "orbital_gap_ev": 6.39, "energy_ev": -16631.218, "molar_mass_g_mol": 169.16, "smiles": "C\\C([O-])=C(O)/C=C\\C=C\\C(=O)O", "total_charge": -1, "symbols": ["C", "C", "O", "C", "O", "C", "C", "C", "C", "C", "O", "O", "H", "H", "H", "H", "H", "H", "H", "H", "H"], "xyz": [[0.15775, -1.54479, -1.36380], [0.72688, -0.21711, -1.92667], [1.57670, -0.34122, -2.82895], [-0.04052, 1.01981, -1.72729], [0.18747, 1.94108, -2.75839], [-0.96817, 1.44755, -0.83367], [-1.64271, 0.84893, 0.24025], [-1.11212, 0.11288, 1.28390], [0.20943, -0.03538, 1.66738], [0.72821, -0.62148, 2.84062], [0.02587, -1.13608, 3.75073], [2.06278, -0.64324, 2.85999], [-0.51756, -1.98998, -2.10133], [-0.31275, -1.18207, -0.43239], [1.09014, -2.18592, -1.16421], [1.05675, 2.03015, -3.08292], [-1.53072, 2.17681, -1.44555], [-2.70439, 1.10095, 0.31349], [-1.99771, -0.23567, 1.89154], [0.87552, 0.51512, 1.02457], [2.12916, -1.06035, 3.79270]], "forces_ev_per_angstrom": [[1.985, 1.413, 1.305], [-0.730, -1.702, -1.746], [-0.301, 1.029, 0.955], [2.550, 0.082, -0.379], [-2.137, 0.673, 0.111], [-1.373, -0.717, -1.998], [-0.061, 0.277, 0.123], [-1.830, 0.039, 1.494], [-0.354, 0.560, -0.780], [-3.556, -0.494, -0.499], [1.765, 0.505, -0.621], [0.855, -1.216, 3.302], [0.132, 0.133, 0.254], [-0.141, -1.351, -0.395], [-1.665, 0.634, -0.177], [1.665, -0.689, -0.126], [0.064, 0.486, 1.080], [0.307, -0.109, -0.008], [1.545, -0.117, 0.020], [0.614, -0.177, -0.097], [0.665, 0.743, -1.818]]}

***

{"formula": "C8H9P3", "method": "wB97M-V/def2-TZVPD", "s_squared": 2.035, "orbital_gap_ev": [5.98, 5.64], "spin_multiplicity": 3, "energy_ev": -36302.333, "molar_mass_g_mol": 198.08, "symbols": ["C", "C", "C", "C", "C", "C", "C", "C", "P", "P", "P", "H", "H", "H", "H", "H", "H", "H", "H", "H"], "xyz": [[2.38814, -1.45897, -0.59997], [1.45030, -2.47156, -0.58071], [2.07885, -0.15310, -0.74198], [0.09886, -2.15256, -0.44669], [0.69545, 0.21668, -0.75114], [-0.25247, -0.84472, -0.58328], [0.15739, 1.54658, -0.99216], [-1.20429, 1.70836, -1.04346], [-2.25497, 0.10389, -0.65009], [-1.69626, 2.07547, 2.19198], [-2.14076, 0.02743, 1.55669], [3.38929, -1.81157, -0.60105], [1.74755, -3.47327, -0.64237], [2.89596, 0.54313, -0.88359], [-0.61287, -3.01670, -0.22907], [0.62753, 2.40560, -1.25811], [-1.60698, 2.62888, -1.39599], [-1.94260, 1.71098, 3.41148], [-0.39292, 2.09240, 2.40277], [-3.42519, 0.32304, 1.83674]], "forces_ev_per_angstrom": [[0.809, -0.087, -0.592], [-1.225, 0.388, 0.631], [0.545, 0.201, 0.085], [-1.250, -1.283, 0.014], [-0.924, 3.683, -1.046], [-3.527, 1.365, 0.013], [2.697, -5.406, 1.267], [-4.769, -2.640, 0.568], [4.119, 0.656, -0.357], [-1.792, 1.543, -3.327], [1.525, -0.639, -0.007], [0.996, 0.208, -0.065], [0.439, -1.300, 0.175], [-0.276, 0.306, 0.133], [0.700, 1.541, -0.593], [2.521, 1.997, -0.455], [-0.606, 0.337, -0.149], [-0.754, -0.744, 3.258], [2.553, -0.351, 0.165], [-1.781, 0.225, 0.279]]}

***

Please write out number 9 again, unchanged.
{"formula": "C8H9P3", "method": "wB97M-V/def2-TZVPD", "s_squared": 2.035, "orbital_gap_ev": [5.98, 5.64], "spin_multiplicity": 3, "energy_ev": -36302.333, "molar_mass_g_mol": 198.08, "symbols": ["C", "C", "C", "C", "C", "C", "C", "C", "P", "P", "P", "H", "H", "H", "H", "H", "H", "H", "H", "H"], "xyz": [[2.38814, -1.45897, -0.59997], [1.45030, -2.47156, -0.58071], [2.07885, -0.15310, -0.74198], [0.09886, -2.15256, -0.44669], [0.69545, 0.21668, -0.75114], [-0.25247, -0.84472, -0.58328], [0.15739, 1.54658, -0.99216], [-1.20429, 1.70836, -1.04346], [-2.25497, 0.10389, -0.65009], [-1.69626, 2.07547, 2.19198], [-2.14076, 0.02743, 1.55669], [3.38929, -1.81157, -0.60105], [1.74755, -3.47327, -0.64237], [2.89596, 0.54313, -0.88359], [-0.61287, -3.01670, -0.22907], [0.62753, 2.40560, -1.25811], [-1.60698, 2.62888, -1.39599], [-1.94260, 1.71098, 3.41148], [-0.39292, 2.09240, 2.40277], [-3.42519, 0.32304, 1.83674]], "forces_ev_per_angstrom": [[0.809, -0.087, -0.592], [-1.225, 0.388, 0.631], [0.545, 0.201, 0.085], [-1.250, -1.283, 0.014], [-0.924, 3.683, -1.046], [-3.527, 1.365, 0.013], [2.697, -5.406, 1.267], [-4.769, -2.640, 0.568], [4.119, 0.656, -0.357], [-1.792, 1.543, -3.327], [1.525, -0.639, -0.007], [0.996, 0.208, -0.065], [0.439, -1.300, 0.175], [-0.276, 0.306, 0.133], [0.700, 1.541, -0.593], [2.521, 1.997, -0.455], [-0.606, 0.337, -0.149], [-0.754, -0.744, 3.258], [2.553, -0.351, 0.165], [-1.781, 0.225, 0.279]]}

***

Question: Number 1 is which compound?
Answer: C8H9NO3